Record 1
C4H7HgO3 as an isolated structure, computed with wB97M-V/def2-TZVPD.

ORCA input file:
```
! RIJCOSX wB97M-V def2-TZVPD def2/J DEFGRID3
* xyz -1 3
O 1.271 0.109 -0.500
Hg -0.184 -2.929 -3.148
O 1.373 -1.330 -2.198
C 0.859 -0.934 -1.138
O -0.374 -1.378 -0.921
C -1.239 -0.873 0.182
H -2.223 -1.253 -0.137
H -0.716 -1.243 1.082
C 0.009 1.151 0.133
C 0.359 1.294 1.606
H 0.099 2.215 -0.164
H -0.604 1.110 -0.776
H 1.403 1.614 1.730
H -0.267 2.075 2.058
H 0.234 0.373 2.191
*
```

Relative energy (zero: lowest compared OMol25 entry of this formula, charge and spin): 5.12 kJ/mol
Kohn-Sham gap (alpha / beta): 3.94 / 7.43 eV
<S²>: 2.01
HOMO level (alpha / beta): -0.41 / -3.88 eV

Record 2
A 12-piece molecular cluster, C30H66N6O24 overall, computed with wB97M-V/def2-TZVPD.

ORCA input file:
```
! RIJCOSX wB97M-V def2-TZVPD def2/J DEFGRID3
* xyz -1 2
C -3.938 -3.569 -6.788
N -4.126 -2.613 -5.685
O -3.420 -1.627 -5.802
O -4.876 -2.947 -4.716
H -4.341 -4.535 -6.484
H -2.874 -3.777 -6.909
H -4.295 -3.126 -7.717
C -1.784 -4.065 3.889
N -0.673 -4.427 2.919
O -0.497 -5.562 2.687
O -0.186 -3.541 2.291
H -1.337 -3.971 4.879
H -2.538 -4.852 3.885
H -2.242 -3.229 3.361
C -2.613 -5.500 -0.505
N -2.541 -4.026 -0.561
O -2.292 -3.530 -1.694
O -2.564 -3.475 0.555
H -1.864 -5.866 -1.207
H -3.648 -5.684 -0.794
H -2.513 -5.670 0.566
C 0.814 5.288 -1.763
N -0.470 4.817 -2.441
O -0.411 3.657 -2.851
O -1.476 5.522 -2.379
H 1.356 5.911 -2.475
H 1.431 4.406 -1.593
H 0.614 5.704 -0.776
C -0.177 -0.668 -4.931
N 0.924 -1.427 -4.223
O 2.062 -1.441 -4.703
O 0.661 -1.919 -3.142
H -0.233 0.347 -4.540
H -1.159 -1.085 -4.707
H 0.024 -0.782 -5.996
C 1.870 -4.095 0.124
N 1.667 -5.502 -0.189
O 0.538 -5.829 -0.548
O 2.671 -6.232 -0.236
H 2.102 -4.059 1.188
H 0.960 -3.502 0.036
H 2.742 -3.787 -0.453
O -1.540 1.140 0.675
C -0.945 0.336 -0.013
O -0.880 0.139 -1.397
C -1.980 0.757 -2.109
C -3.073 -0.209 -2.538
C -0.017 -0.642 0.642
H -1.320 1.023 -2.934
H -2.368 1.709 -1.746
H -3.318 -0.990 -1.817
H -2.932 -0.704 -3.498
H -3.990 0.372 -2.643
H -0.421 -1.011 1.585
H 1.011 -0.292 0.734
H -0.043 -1.482 -0.051
O 2.544 4.356 0.896
C 3.128 3.336 0.915
O 3.225 2.406 1.862
C 2.506 2.440 3.156
C 1.039 2.346 2.991
C 3.966 3.005 -0.371
H 2.903 3.341 3.626
H 2.767 1.625 3.831
H 0.631 1.572 2.340
H 0.746 3.345 2.666
H 0.600 2.189 3.976
H 3.826 1.926 -0.441
H 4.985 3.351 -0.197
H 3.460 3.376 -1.262
O 0.574 7.145 1.550
C 0.094 6.773 2.564
O -1.117 6.058 2.639
C -1.648 5.500 1.483
C -2.726 4.534 1.943
C 0.682 7.092 3.911
H -0.979 4.804 0.976
H -1.937 6.342 0.854
H -2.275 3.558 2.118
H -3.551 4.565 1.232
H -3.202 4.948 2.832
H 1.527 6.407 3.977
H -0.053 6.837 4.674
H 0.752 8.180 3.931
O -5.281 1.355 2.159
C -4.839 0.661 1.246
O -5.229 0.619 -0.054
C -6.136 1.643 -0.467
C -5.249 2.808 -0.929
C -3.826 -0.433 1.569
H -6.852 1.857 0.326
H -6.627 1.170 -1.317
H -5.783 3.535 -1.540
H -4.511 2.438 -1.642
H -4.728 3.304 -0.110
H -3.678 -1.042 0.678
H -4.268 -1.111 2.299
H -2.952 0.012 2.044
O 3.549 -1.871 2.354
C 3.860 -2.140 3.497
O 3.134 -2.180 4.515
C 1.805 -1.748 4.637
C 1.233 -2.502 5.929
C 5.309 -2.324 3.848
H 1.294 -1.898 3.686
H 1.793 -0.667 4.777
H 1.002 -3.538 5.682
H 0.353 -2.035 6.372
H 2.010 -2.392 6.685
H 5.433 -3.220 4.456
H 5.663 -1.583 4.565
H 6.033 -2.267 3.035
O 3.970 0.731 -3.200
C 3.835 -0.336 -2.650
O 4.452 -1.399 -2.943
C 5.492 -1.427 -3.938
C 6.298 -2.747 -3.863
C 2.900 -0.370 -1.435
H 6.100 -0.563 -3.671
H 5.091 -1.298 -4.943
H 5.714 -3.386 -3.200
H 7.278 -2.628 -3.402
H 6.383 -3.204 -4.848
H 2.332 -1.281 -1.244
H 2.091 0.358 -1.507
H 3.549 -0.134 -0.591
*
```

Kohn-Sham gap (alpha / beta): 2.74 / 7.44 eV
<S²>: 0.76
HOMO level (alpha / beta): -0.79 / -5.46 eV

| no. | calculated total energy (eV) |
| --- | --- |
| 1 | -14572.854 |
| 2 | -90242.369 |